No. 1
Molecular formula: C5H4N2O
Method: DFT, the ωB97M-V functional and the def2-TZVPD basis

Calculated values
SMILES string: C#C[C@H]1N=CNC1=O
HOMO level in Eh: -0.35943
Molecular weight in g/mol: 108.10
Energy above the lowest of the compared OMol25 structures with the same formula, charge and spin in kcal per mole: 50.2

Geometry as XYZ:
```
12
Properties=species:S:1:pos:R:3:mulliken_charge:R:1
C -2.65044 0.18806 -0.45750 0.10
C -1.70927 0.14638 0.30585 -0.81
C -0.35718 0.03001 0.67380 0.71
N 0.01242 -1.27315 0.23800 -0.55
C 1.21589 -1.18204 -0.17884 -0.20
N 1.74476 0.12862 -0.22455 -0.09
C 0.65594 0.92561 0.10931 0.23
O 0.66059 2.14304 0.02332 -0.60
H -3.57195 0.28662 -1.11702 0.36
H -0.38700 0.00017 1.77282 0.19
H 1.78926 -1.90576 -0.60759 0.46
H 2.59698 0.51243 -0.53761 0.19
```



No. 2
Molecular formula: C23H35NOP2Tc
Method: DFT, the ωB97M-V functional and the def2-TZVPD basis

Calculated values
⟨S²⟩: 3.805
HOMO level (alpha / beta) in Eh: -0.20233 / -0.23396
Molecular weight in g/mol: 501.49
Energy above the lowest of the compared OMol25 structures with the same formula, charge and spin in kcal per mole: 56.6
Spin multiplicity: 4

Geometry as XYZ:
```
63
Properties=species:S:1:pos:R:3:mulliken_charge:R:1
Tc 0.15662 0.19681 -0.16286 -0.51
P -0.00803 2.46845 -0.50297 1.49
P 0.03210 -2.32292 0.84364 1.08
N -1.24133 -0.19353 -1.17545 -0.68
H 1.17422 1.29228 0.37975 -0.27
C 0.98453 2.96709 -1.93635 -1.04
H 0.99339 4.07097 -1.99426 0.41
H 0.54041 2.53488 -2.85035 0.32
H 2.00599 2.58174 -1.80472 0.07
C 0.42547 3.59318 0.87163 -1.30
H 0.17533 4.62041 0.54769 0.51
H 1.50463 3.47235 1.06192 0.37
H -0.15555 3.28211 1.75872 0.21
C -1.69421 2.92865 -0.90472 -1.39
H -1.78449 4.01901 -0.99385 0.47
H -2.39243 2.59408 -0.12981 0.28
H -2.02597 2.47292 -1.84402 0.34
C 0.95279 -3.52435 -0.16300 -1.33
H 0.74665 -4.53453 0.20617 0.43
H 2.01610 -3.27502 -0.09152 0.33
H 0.62276 -3.42211 -1.20506 0.31
C 0.57153 -2.56643 2.56084 -0.79
H 0.11750 -3.49729 2.92440 0.50
H 0.22232 -1.70306 3.14193 -0.17
H 1.66516 -2.62604 2.57628 0.25
C -1.69827 -2.92247 0.80639 -1.25
H -1.72836 -3.93344 1.23883 0.49
H -2.06169 -2.94722 -0.23146 0.28
H -2.33399 -2.24502 1.39315 0.24
C -2.39795 -0.46540 -1.79004 -0.26
C -3.73514 -0.84101 -3.82850 -0.50
C -2.45999 -0.72965 -3.19211 -0.64
C -3.62369 -0.40598 -1.04586 0.22
C -4.85967 -0.52560 -1.70234 -0.68
C -4.90850 -0.72873 -3.08203 -0.31
H -3.76763 -1.00763 -4.89748 0.37
H -1.54069 -0.80188 -3.74215 0.42
H -3.57211 -0.22727 0.02158 0.45
H -5.77637 -0.44725 -1.13341 0.36
H -5.88742 -0.83937 -3.59917 0.30
C 3.26674 -0.19631 0.33535 1.02
O 2.56396 -1.01327 -0.32328 -0.54
C 4.28450 0.65272 -0.44324 -1.19
H 4.84889 1.34653 0.16371 0.35
H 3.82885 1.25874 -1.26045 0.20
H 4.95061 -0.18841 -0.85959 0.31
C 3.29946 -0.27511 1.82552 -0.89
H 3.55195 -1.34177 2.03244 0.23
H 2.36193 -0.04883 2.35983 0.03
H 4.09016 0.34024 2.23240 0.45
C -0.25912 0.51078 1.64666 0.15
C -0.34969 0.63115 2.87383 0.07
C -0.32639 0.96020 4.24343 0.79
C -0.83729 0.07659 5.22529 -0.35
C -0.70172 0.33055 6.58374 -0.54
C -0.10929 1.54114 7.03316 -0.44
C 0.35484 2.44896 6.07858 -0.47
C 0.24437 2.20053 4.70683 -0.35
H -1.33025 -0.85638 4.89376 0.40
H -1.06040 -0.37841 7.32830 0.36
H 0.01554 1.73788 8.10475 0.36
H 0.81073 3.39837 6.40480 0.33
H 0.60964 2.90333 3.97233 0.34
```



No. 3
Molecular formula: C52H54Br2N4O3PPbS4
Method: DFT, the ωB97M-V functional and the def2-TZVPD basis

Calculated values
HOMO level in Eh: -0.33235
Molecular weight in g/mol: 1309.28
Charge: +1
Energy above the lowest of the compared OMol25 structures with the same formula, charge and spin in kcal per mole: 0.0

Geometry as XYZ:
```
121
Properties=species:S:1:pos:R:3:mulliken_charge:R:1
Pb -0.36521 0.41232 -1.74645 0.45
Br 0.13800 1.31434 -5.95265 -0.12
C -0.03396 -0.58840 -5.76935 -0.50
Br 0.80643 -1.28707 -4.16774 0.01
H 0.45249 -1.05360 -6.61477 0.57
H -1.08233 -0.83441 -5.68563 0.13
C 1.08060 4.20375 0.78985 -1.10
C 2.56778 4.15989 1.04205 1.24
C 3.23235 5.34709 1.34779 -1.02
C 4.59038 5.36837 1.61639 -0.77
C 5.30983 4.18195 1.60124 -0.89
C 4.66133 2.99513 1.30532 -0.64
C 3.29833 2.96603 1.01118 0.70
P 2.48229 1.34907 0.59616 2.01
C 3.18573 0.26424 1.91900 0.75
C 3.69738 -1.00777 1.64905 -0.51
C 4.16336 -1.83501 2.65913 -1.03
C 4.12225 -1.40294 3.97424 -1.01
C 3.56190 -0.16876 4.26398 -0.56
C 3.06034 0.66059 3.26346 0.25
C 2.38235 1.94628 3.66774 -1.60
C 3.39402 0.94097 -0.96165 0.75
C 4.70616 0.45756 -0.99092 -0.54
C 5.35843 0.19227 -2.18234 -0.89
C 4.70466 0.43001 -3.38405 -0.85
C 3.42685 0.95270 -3.37466 -0.51
C 2.74648 1.23914 -2.18305 0.56
C 1.40991 1.88673 -2.26331 -1.68
H 0.68848 5.19429 1.02032 0.41
H 0.55931 3.47480 1.41449 -0.17
H 0.83615 3.98564 -0.25133 0.32
H 2.66541 6.27076 1.38288 0.43
H 5.08274 6.30546 1.84426 0.41
H 6.37022 4.17934 1.82058 0.46
H 5.22736 2.07317 1.32306 0.24
H 3.72088 -1.36911 0.63210 0.39
H 4.55600 -2.81471 2.41351 0.53
H 4.50313 -2.02969 4.77094 0.41
H 3.50387 0.16117 5.29585 0.48
H 2.01880 1.87708 4.69355 0.57
H 1.53308 2.16270 3.01303 -0.11
H 3.06680 2.79437 3.60762 0.32
H 5.24349 0.27752 -0.07293 0.25
H 6.37292 -0.18741 -2.17095 0.45
H 5.20813 0.23718 -4.32368 0.42
H 2.93986 1.17997 -4.31670 0.38
H 1.28390 2.37162 -3.22963 0.65
H 1.32758 2.66053 -1.49757 0.07
S -0.06388 -1.95492 1.37338 0.31
C -1.18465 -2.31437 2.69692 1.32
C -2.40470 -2.95400 2.50700 -0.49
C -3.23560 -3.19061 3.59567 -0.81
C -2.87278 -2.76073 4.86512 -0.77
C -1.64972 -2.12586 5.04947 -0.58
C -0.79789 -1.91484 3.97601 -1.19
H -2.69223 -3.29340 1.52203 0.11
H -4.16545 -3.72871 3.45037 0.49
H -3.52552 -2.94550 5.70883 0.40
H -1.34755 -1.81722 6.04299 0.45
H 0.17644 -1.45854 4.12090 0.64
C -3.44718 4.98837 -3.93003 -0.98
N -3.20510 3.55462 -3.80705 0.25
C -3.83228 2.65704 -4.61663 0.11
C -3.58875 1.33317 -4.55656 -1.43
C -2.56087 0.89151 -3.64850 0.42
O -2.12893 -0.28170 -3.58851 -0.41
N -1.99332 1.80446 -2.81894 1.07
C -2.27924 3.12832 -2.84113 -0.35
O -1.78335 3.94797 -2.07352 -0.69
H -4.36585 5.14820 -4.48833 0.35
H -2.61751 5.47538 -4.44156 0.29
H -3.53691 5.42750 -2.94103 0.30
H -4.54022 3.07184 -5.32260 0.38
H -4.08513 0.62293 -5.19867 0.53
C -4.40887 2.55211 1.36294 -0.94
C -3.54017 2.35740 0.09156 -1.05
N -2.55928 1.30070 0.31428 1.01
C -3.23672 0.04768 0.62153 0.90
C -4.03845 0.19065 1.93964 -0.86
N -3.88904 1.60975 2.40622 0.00
C -2.44725 1.90684 2.70438 -1.14
C -1.65151 1.67844 1.39427 0.51
H -5.45632 2.31131 1.19014 0.33
H -4.34664 3.56479 1.75655 0.36
H -3.01278 3.27104 -0.17162 0.46
H -4.16599 2.07876 -0.75611 0.55
H -2.49866 -0.74608 0.70748 -1.19
H -3.88893 -0.20997 -0.21299 0.69
H -3.65214 -0.45943 2.72229 0.35
H -5.10059 -0.00805 1.80632 0.16
H -4.42820 1.72730 3.25962 0.32
H -2.12822 1.23682 3.50204 0.43
H -2.38729 2.93587 3.05475 0.32
H -0.91658 0.88366 1.53012 0.02
H -1.12649 2.58516 1.09591 -0.07
O -0.87408 -2.49185 0.04972 0.06
C -0.56682 -3.81707 -0.52658 2.85
C -1.50983 -3.85327 -1.71216 -0.94
C -1.23380 -4.11725 -3.01787 -0.65
C -2.37405 -4.00553 -3.86267 -0.73
C -3.49102 -3.64055 -3.18587 -0.55
S -3.17378 -3.42069 -1.51872 0.01
C 0.87699 -3.80667 -0.98418 -0.68
C 1.71395 -2.74006 -1.10456 0.10
C 2.99931 -3.08808 -1.60912 -1.04
C 3.10717 -4.41845 -1.85847 -0.72
S 1.66718 -5.26279 -1.46042 -0.11
C -0.79106 -4.93496 0.47069 -0.24
C 0.02728 -5.25391 1.51726 -0.42
C -0.48668 -6.30305 2.32320 -0.99
C -1.67468 -6.77455 1.85912 -0.44
S -2.17879 -5.95853 0.44376 -0.05
H -0.25325 -4.39504 -3.37647 0.55
H -2.35054 -4.18212 -4.92876 0.45
H -4.48744 -3.46949 -3.56413 0.52
H 1.43971 -1.72699 -0.83901 0.55
H 3.79463 -2.37124 -1.76882 0.43
H 3.95163 -4.96299 -2.25197 0.50
H 0.96396 -4.74944 1.70900 0.66
H 0.02329 -6.69713 3.19081 0.45
H -2.27721 -7.57915 2.25182 0.49
```